(1)
{"formula": "C16H19AsN2O2RhSe", "method": "wB97M-V/def2-TZVPD", "species": ["Rh", "Se", "As", "O", "O", "N", "N", "C", "C", "C", "C", "C", "C", "C", "C", "C", "C", "C", "C", "C", "C", "C", "C", "H", "H", "H", "H", "H", "H", "H", "H", "H", "H", "H", "H", "H", "H", "H", "H", "H", "H", "H"], "positions_angstrom": [[-0.98584, -1.28836, 0.14857], [-2.72069, -2.56525, 0.72017], [-2.59171, 0.08741, -0.81959], [3.71566, 4.01016, 4.08848], [1.88559, 3.66705, 5.27705], [0.09771, -2.22096, -1.34485], [1.16054, -0.49492, 0.38743], [-0.45436, -3.03388, -2.25243], [1.66384, -3.45626, -3.27029], [-4.50335, -0.05261, -0.51151], [2.23628, -2.60623, -2.34451], [3.21843, 1.85593, 2.39892], [-2.24453, 1.93671, -0.33382], [0.92854, 1.92066, 3.12724], [1.59093, 0.46088, 1.32653], [2.90926, 0.90237, 1.45156], [0.29366, -3.66896, -3.22455], [2.23952, 2.36780, 3.24778], [0.60679, 0.97549, 2.16964], [1.95212, -1.06197, -0.43483], [2.68703, 3.41696, 4.23086], [-2.44089, 0.06165, -2.75322], [1.42550, -1.99535, -1.39456], [-1.41409, 0.28114, -3.04274], [3.02006, -0.86559, -0.47717], [3.70212, 0.52146, 0.82469], [-2.93113, 2.59236, -0.86963], [-3.10794, 0.81143, -3.17777], [4.22878, 2.22614, 2.50156], [-5.01073, 0.76021, -1.03609], [-2.72260, -0.92143, -3.12796], [3.29742, -2.40309, -2.35578], [-4.69527, 0.01788, 0.55578], [-4.86054, -1.01219, -0.87085], [0.13495, 2.31490, 3.74972], [-1.21744, 2.19712, -0.58540], [2.27391, -3.93941, -4.02043], [-0.19914, -4.32508, -3.92585], [-2.39258, 2.05693, 0.73816], [-1.51862, -3.18896, -2.17046], [-0.41222, 0.61682, 2.06600], [1.15501, 3.04105, 5.33414]], "forces_ev_per_angstrom": [[0.517, -1.694, 0.168], [0.189, 0.594, 0.132], [-0.334, 0.388, -0.148], [-0.062, 0.006, 0.027], [-0.068, 0.057, 0.122], [-0.079, 0.529, -0.171], [-0.679, 0.026, -0.532], [-0.064, -0.044, 0.175], [-0.170, -0.094, -0.108], [0.081, 0.158, -0.156], [-0.074, 0.154, 0.211], [0.019, 0.004, 0.028], [0.061, -0.077, -0.077], [0.114, 0.068, 0.017], [-0.050, 0.301, 0.498], [-0.101, 0.020, 0.041], [0.187, -0.029, -0.034], [-0.040, -0.038, -0.031], [0.108, -0.096, -0.127], [0.346, 0.441, 0.444], [0.088, -0.033, -0.107], [0.018, -0.001, 0.090], [-0.195, -0.547, -0.639], [-0.015, -0.013, 0.019], [0.016, 0.010, 0.115], [0.007, -0.001, -0.033], [-0.012, -0.040, -0.007], [-0.003, -0.004, 0.025], [0.009, 0.007, 0.001], [0.080, -0.021, 0.014], [-0.002, 0.011, 0.028], [0.032, 0.019, 0.036], [0.033, -0.004, 0.024], [0.012, -0.035, -0.014], [-0.001, 0.014, 0.014], [-0.010, -0.018, 0.018], [-0.003, -0.019, -0.009], [-0.010, -0.014, -0.028], [-0.009, -0.022, -0.014], [-0.033, 0.030, 0.000], [0.071, 0.020, 0.005], [0.026, -0.013, -0.015]], "spin_multiplicity": 1, "e_above_lowest_kcal_mol": 13.7, "e_homo_ev": [-10.93, -10.90], "charge": 1, "e_lumo_ev": [-4.7, -4.7]}


(2)
{"formula": "C12H37F2N7O7P2RbS2", "method": "wB97M-V/def2-TZVPD", "species": ["Rb", "S", "S", "P", "P", "F", "F", "O", "O", "O", "O", "O", "O", "O", "N", "N", "N", "N", "N", "N", "N", "C", "C", "C", "C", "C", "C", "C", "C", "C", "C", "C", "C", "H", "H", "H", "H", "H", "H", "H", "H", "H", "H", "H", "H", "H", "H", "H", "H", "H", "H", "H", "H", "H", "H", "H", "H", "H", "H", "H", "H", "H", "H", "H", "H", "H", "H", "H", "H", "H"], "positions_angstrom": [[-2.12632, 3.10944, -0.84330], [-3.15928, 4.80280, -5.45167], [-5.28688, 4.08624, -4.70883], [-2.02411, -2.41632, -2.76455], [4.39166, 1.93325, 4.32639], [-6.29401, 4.01355, -3.39276], [-1.93418, 5.77622, -4.87594], [-2.52347, 3.53847, -5.70180], [-3.51255, 5.54774, -6.64636], [-6.26173, 4.78929, -5.59652], [-4.95659, 2.67820, -4.92975], [-2.19318, -0.89528, -2.69040], [5.75388, 2.41395, 4.71228], [-2.57282, 3.98271, 2.81809], [-2.07095, -3.09487, -4.40028], [-4.12252, 4.85728, -4.01244], [3.14130, 2.51519, 5.37326], [3.73896, 2.42713, 2.81635], [-3.34174, -3.27049, -1.92687], [-0.46185, -2.97568, -2.09312], [4.27825, 0.13588, 4.23841], [4.95861, -0.60525, 3.26883], [-0.49147, -3.35066, -0.67884], [1.73127, 2.75731, 4.98577], [-1.64658, -4.50058, -4.55009], [3.33047, 2.38873, 6.83706], [4.16317, 3.67499, 2.12855], [-4.30997, -2.62523, -1.04190], [4.22470, -0.59693, 5.47373], [2.76646, 1.65536, 2.06001], [-3.58050, -4.77021, -2.08910], [0.79754, -2.78020, -2.73512], [-3.19154, -2.55240, -5.35188], [4.39412, 2.36586, 7.07418], [-1.91648, 3.25996, 2.78097], [0.71870, -2.96785, -3.80595], [1.94642, 2.22977, 1.62909], [-4.16012, -2.59836, -4.85407], [4.61242, -0.25573, 2.29616], [4.36230, 0.06488, 6.32882], [0.56211, -3.34312, -0.39954], [6.01494, -0.39442, 3.43560], [-1.44161, -4.93293, -3.57071], [1.19735, 1.93760, 4.50502], [3.76414, 3.63411, 1.11504], [-3.96402, -4.87070, -3.10443], [3.94617, 4.69078, 2.45899], [3.27039, -1.12095, 5.42083], [2.41490, 0.74709, 2.54946], [-4.29783, -5.24319, -1.41841], [-2.61818, -5.27771, -2.02216], [3.01957, 3.25690, 7.41820], [2.90595, 1.47203, 7.24639], [-2.54442, -5.07444, -4.77954], [-0.77828, -4.44657, -5.20679], [-1.07410, -4.20617, -0.33716], [-5.17589, -2.24554, -1.58423], [1.41658, -3.64328, -2.49023], [1.17842, 3.09854, 5.86099], [-4.93998, -3.31293, -0.47776], [3.17699, 1.36233, 1.09373], [-0.97608, -2.53366, -0.14426], [4.94517, -1.40605, 5.59352], [1.33526, -1.86287, -2.49543], [-3.20830, -3.15007, -6.26326], [4.77239, -1.66558, 3.43950], [1.63029, 3.60758, 4.31127], [-3.87318, -1.84309, -0.42096], [-3.05100, -1.51290, -5.64818], [5.22096, 3.53122, 1.90829]], "forces_ev_per_angstrom": [[-0.384, 0.204, 0.378], [3.754, 2.087, -0.633], [-7.318, -2.258, 0.604], [-0.348, 0.558, -0.514], [-1.549, -0.589, -0.288], [1.219, -0.056, -0.315], [-1.200, -1.079, 0.103], [-0.228, 0.692, 0.829], [-0.685, -0.684, 1.877], [3.256, -1.539, 1.345], [-0.817, 1.936, -0.266], [0.094, -3.319, -0.056], [-1.424, -0.339, -0.535], [0.552, -0.613, -0.931], [-0.820, 1.986, 1.489], [2.152, 0.818, -3.356], [0.844, -0.728, 0.465], [0.187, 0.297, 0.973], [1.091, -0.743, 0.358], [-4.055, -0.385, -0.769], [-1.190, 3.293, 1.292], [0.969, 0.500, -1.083], [0.168, 1.736, -0.049], [0.359, 0.554, -0.323], [-0.938, 1.209, 0.680], [0.960, -0.013, -0.394], [0.939, -1.429, -1.113], [-0.752, 0.458, -0.570], [-0.790, 0.094, 0.627], [0.132, -0.235, -0.986], [0.962, 1.810, -1.193], [0.333, -1.217, -0.581], [1.226, -0.633, 1.387], [0.223, -0.225, -0.325], [-0.300, 0.329, 0.245], [-0.270, 0.804, -0.206], [-0.535, 0.492, 1.079], [-0.078, -0.213, 0.016], [0.437, -0.465, -0.368], [-0.462, -0.270, 0.146], [-0.195, -0.504, 0.533], [0.580, -0.486, -0.732], [0.865, 0.282, -0.134], [0.173, -0.316, 0.258], [-0.425, -0.104, 0.021], [-0.067, -0.529, -0.039], [-0.186, -0.414, 0.956], [-0.331, -0.003, 0.957], [0.019, 0.337, 0.234], [0.129, 0.662, 0.331], [-0.161, -0.238, 0.116], [-0.637, 0.098, -0.375], [-0.358, 0.057, 0.059], [0.382, -0.328, -1.196], [-0.269, -1.099, -0.224], [0.384, -0.603, -0.691], [0.339, 1.014, -0.670], [0.406, 0.063, 0.527], [0.086, -0.408, 0.147], [1.113, -0.673, 0.748], [0.778, -0.582, -0.090], [0.194, 0.242, 0.428], [0.617, 0.274, -0.351], [-0.140, 0.186, -0.101], [0.134, -0.179, 0.208], [-0.104, -0.011, -0.429], [0.333, -0.024, -0.246], [-0.142, -0.133, -0.017], [0.459, -0.071, 0.318], [0.309, 0.661, 0.414]], "spin_multiplicity": 1, "e_homo_ev": -4.02, "charge": -1, "e_lumo_ev": 1.3}


(3)
{"formula": "C3H5NS2", "method": "wB97M-V/def2-TZVPD", "species": ["S", "S", "N", "C", "C", "C", "H", "H", "H", "H", "H"], "positions_angstrom": [[2.77160, -0.04365, 0.04753], [-2.54866, -0.04725, 0.00326], [-1.05770, -0.81155, 0.02059], [-0.03469, -0.02366, -0.07172], [-0.13397, 1.45743, -0.00355], [1.29660, -0.69064, -0.09159], [0.75303, 2.05234, -0.20469], [-0.89326, 1.75652, -0.79208], [-0.60236, 1.75788, 0.92161], [1.10784, -1.79483, -0.16619], [-3.29593, -1.09541, 0.28578]], "forces_ev_per_angstrom": [[-0.638, -0.095, -0.138], [-0.032, 0.704, 0.145], [0.743, 0.231, -0.413], [0.647, 0.016, 0.633], [-1.358, 0.659, -1.763], [-0.795, -1.228, 0.093], [0.226, -0.453, 0.191], [0.762, -0.116, 0.683], [-0.008, 0.102, 0.503], [0.573, 0.851, 0.045], [-0.119, -0.671, 0.022]], "smiles": "C/C(C=S)=N\\S", "spin_multiplicity": 1, "e_above_lowest_kcal_mol": 35.7, "e_homo_ev": -9.01, "e_lumo_ev": -1.0}


Number 1: energy -5628.616541 Ha, largest force on an atom 1.78 eV Å⁻¹. Number 2: energy -3092.233106 Ha, largest force on an atom 7.68 eV Å⁻¹. Number 3: energy -968.388145 Ha, largest force on an atom 2.32 eV Å⁻¹.